Model a:
2 unconnected molecules or ions with the total composition C3H6O, computed with the ωB97M-V functional and the def2-TZVPD basis.

## Properties
Structure (SMILES) = C1=CC1.O
E_HOMO = -9.46 eV
Lowest unoccupied orbital energy = 1.057 eV

```
! RIJCOSX wB97M-V def2-TZVPD def2/J DEFGRID3
* xyz 0 1
O -0.3884 -1.2023 1.6687
C 0.3809 -0.5061 -0.6002
C 0.9770 0.6029 -0.3055
C -0.4438 0.7282 -0.7795
H -1.2710 -0.9128 1.4131
H 0.4209 -1.5615 -0.8048
H 1.9275 1.0878 -0.1666
H 0.1309 -0.4018 1.5133
H -0.6035 1.0325 -1.8118
H -1.2789 1.0012 -0.1145
*
```



Model b:
A single C3H6O molecule, computed with the ωB97M-V functional and the def2-TZVPD basis.

## Properties
Structure (SMILES) = CCC=O
E_HOMO = -9.90 eV
Lowest unoccupied orbital energy = 1.049 eV

```
! RIJCOSX wB97M-V def2-TZVPD def2/J DEFGRID3
* xyz 0 1
O 0.9058 -1.1690 -0.6160
C 1.0457 -0.0825 -0.1303
C -0.0722 0.8506 0.3103
C -1.4538 0.1855 0.3833
H 2.0560 0.3437 0.0513
H -0.0260 1.6838 -0.3952
H 0.2554 1.2234 1.2803
H -1.8074 0.1807 1.4183
H -1.3654 -0.8421 0.0429
H -2.2037 0.7236 -0.1947
*
```



So which one wins? Going from most stable to least: model b, model a.



Model a:
A single C3H6O molecule, computed with the ωB97M-V functional and the def2-TZVPD basis.

## Properties
Structure (SMILES) = CC(C)=O
E_HOMO = -9.60 eV
Lowest unoccupied orbital energy = 0.907 eV

```
! RIJCOSX wB97M-V def2-TZVPD def2/J DEFGRID3
* xyz 0 1
C -1.1455 -0.0237 0.5267
C -0.0566 0.5599 -0.2886
O -0.2485 1.5241 -1.0005
C 1.1955 -0.2493 -0.2589
H -1.7256 0.7366 1.0706
H -1.4483 -0.4708 -0.4651
H -0.9191 -0.8687 1.1782
H 1.6780 -0.2367 -1.2299
H 1.7893 0.2870 0.4843
H 1.0475 -1.2737 0.1024
*
```



Model b:
A molecular structure, C3H6O, computed with the ωB97M-V functional and the def2-TZVPD basis.

## Properties
E_HOMO (alpha / beta) = -6.57 / -9.92 eV
Lowest unoccupied orbital energy (alpha / beta) = -0.758 / 0.943 eV

```
! RIJCOSX wB97M-V def2-TZVPD def2/J DEFGRID3
* xyz 0 1
C 0.2255 -0.1267 -0.5064
C -0.5818 0.7741 0.2753
O -0.3305 0.2742 1.4881
C 0.4014 -0.8606 0.8599
H 1.1913 0.2303 -0.8680
H -0.3269 -0.3551 -1.4794
H -0.5410 1.2737 -2.2010
H -1.3896 1.4823 0.1188
H 1.4196 -0.9362 1.2494
H -0.1676 -1.7774 1.0395
*
```



So which one wins? Going from most stable to least: model a, model b.